Record 1
The following is a quantum chemistry calculation of one molecule with the formula C7H10, from the Open Molecules 2025 dataset.

Multiplicity: 1
HOMO-LUMO gap: 10.90 eV
SMILES: C#CC[C@@H]1C[C@@H]1C
LUMO energy: 1.111 eV
Energy: -7418.3446 eV
Energy relative to the best compared isomer or geometry (same formula, charge and spin): 259.6 kJ/mol

Each line ends with the natural charge from an NBO analysis.
Geometry (Å):
C: -2.365 0.634 1.412  -0.274
C: -2.020 0.224 0.334  0.025
C: -1.372 -0.175 -0.921  -0.489
C: 0.000 0.496 -0.932  -0.209
C: 1.347 -0.078 -1.267  -0.417
C: 1.051 0.373 0.141  -0.216
C: 1.104 -0.686 1.224  -0.609
H: -2.658 0.995 2.371  0.237
H: -1.349 -1.267 -1.015  0.234
H: -1.959 0.190 -1.776  0.238
H: -0.099 1.527 -1.263  0.214
H: 1.996 0.491 -1.927  0.216
H: 1.459 -1.156 -1.365  0.209
H: 1.438 1.335 0.473  0.211
H: 2.157 -0.870 1.473  0.211
H: 0.590 -0.391 2.144  0.217
H: 0.679 -1.641 0.894  0.204

Forces on atoms 1 to 3 (eV/Å):
C 0.0 -0.2 -0.4
C -0.1 0.2 0.5
C 0.1 -0.1 0.0

***

Record 2
The following is a quantum chemistry calculation of C29H46BCoN9 as an isolated structure in a non-equilibrium geometry, from the Open Molecules 2025 dataset.

Multiplicity: 1
HOMO-LUMO gap: 7.10 eV
LUMO energy: -4.880 eV
Charge: +1
Energy: -82529.6054 eV
Energy relative to the best compared isomer or geometry (same formula, charge and spin): 85.5 kJ/mol

Each line ends with the Mulliken charge.
Geometry (Å):
Co: -1.454 -0.621 -0.865  -1.954
C: -2.600 -4.141 2.172  -1.575
C: -2.231 -3.434 0.865  0.600
C: -3.369 -2.512 0.458  -0.692
C: -0.918 -2.720 1.021  0.286
C: 0.203 -3.141 1.713  -1.065
C: 1.168 -2.151 1.582  -0.775
C: 2.513 -2.253 2.262  0.502
C: 3.631 -1.384 1.716  -1.143
C: 2.342 -2.059 3.775  -1.421
N: 0.644 -1.164 0.827  1.635
N: -0.638 -1.505 0.515  0.540
B: 1.018 0.299 0.434  1.073
N: 1.118 0.357 -1.107  1.165
N: -0.012 0.031 -1.786  0.750
C: 0.145 0.316 -3.088  -0.247
C: 1.410 0.868 -3.231  -1.112
C: 2.004 0.873 -1.983  0.460
C: 3.370 1.440 -1.703  0.017
C: 4.352 0.469 -1.050  -1.559
C: 3.287 2.753 -0.923  -1.102
C: -0.909 0.190 -4.152  -0.104
C: -0.852 -1.116 -4.956  -1.439
C: -2.293 0.418 -3.565  -1.264
N: -0.204 1.193 0.828  0.910
N: -1.419 0.966 0.218  0.352
C: -2.317 1.817 0.755  -0.112
C: -1.674 2.560 1.736  -1.267
C: -0.357 2.148 1.768  0.112
C: 0.670 2.799 2.667  0.230
C: 1.848 1.955 3.151  -1.384
C: 1.147 4.116 2.041  -1.434
C: -3.748 2.050 0.338  0.532
C: -3.845 3.424 -0.339  -1.416
C: -4.380 0.995 -0.549  -1.164
H: -3.547 -4.671 2.057  0.432
H: -1.846 -4.872 2.464  0.386
H: -2.706 -3.417 2.982  0.404
H: -2.098 -4.198 0.095  0.312
H: -3.715 -1.919 1.307  0.350
H: -3.096 -1.832 -0.354  -0.232
H: -4.210 -3.078 0.058  0.434
H: 0.318 -4.060 2.265  0.585
H: 2.796 -3.295 2.091  0.517
H: 3.485 -0.335 1.979  0.006
H: 4.576 -1.704 2.156  0.484
H: 3.714 -1.485 0.636  0.032
H: 1.934 -1.071 3.998  0.246
H: 1.672 -2.804 4.205  0.423
H: 3.310 -2.143 4.269  0.430
H: 2.017 0.667 0.939  -0.966
H: 1.857 1.214 -4.149  0.535
H: 3.751 1.673 -2.699  0.620
H: 4.246 0.481 0.033  0.162
H: 4.214 -0.555 -1.402  0.328
H: 5.373 0.770 -1.286  0.525
H: 2.936 2.566 0.092  -0.246
H: 4.276 3.210 -0.856  0.515
H: 2.612 3.466 -1.400  0.363
H: -0.688 1.000 -4.849  0.602
H: -1.229 -1.956 -4.380  0.286
H: -1.466 -1.016 -5.852  0.462
H: 0.168 -1.339 -5.273  0.372
H: -2.538 -0.404 -2.874  0.190
H: -2.369 1.366 -3.030  0.325
H: -3.066 0.377 -4.332  0.432
H: -2.112 3.328 2.354  0.630
H: 0.088 3.063 3.552  0.615
H: 2.645 1.897 2.411  0.077
H: 2.268 2.419 4.044  0.511
H: 1.545 0.939 3.412  0.024
H: 1.715 3.932 1.129  0.219
H: 0.307 4.765 1.792  0.432
H: 1.794 4.647 2.742  0.431
H: -4.324 2.095 1.265  0.441
H: -3.250 3.439 -1.255  0.294
H: -4.880 3.647 -0.600  0.439
H: -3.480 4.219 0.312  0.397
H: -3.902 0.968 -1.525  0.157
H: -4.358 0.014 -0.092  -0.001
H: -5.428 1.235 -0.726  0.537
N: -1.510 -2.171 -1.901  -0.543
C: -0.509 -2.821 -2.004  0.872
N: 0.481 -3.537 -2.135  -0.811
C: 1.743 -3.351 -1.769  0.594
N: 2.841 -3.204 -1.447  -0.562

Forces on atoms 1 to 3 (eV/Å):
Co -0.5 0.4 0.1
C 0.0 -0.1 0.0
C 0.0 0.0 0.0